The following is a DFT calculation (ωB97M-V with the def2-TZVPD basis set) of a molecular structure, C4H2NaO5 at a distorted geometry.

XYZ file:
```
12
C4H2NaO5 ωB97M-V with the def2-TZVPD basis set
O 1.248 1.441 -0.558
C 0.921 1.713 -1.753
O 1.669 2.157 -2.630
O 1.520 -3.016 1.459
C 0.589 -2.475 1.879
C -0.542 -1.858 2.195
C -0.643 1.631 -2.039
O -1.069 1.980 -3.146
O -1.345 1.317 -1.031
Na -0.302 0.624 0.793
H -0.594 -1.366 3.168
H -1.452 -2.148 1.665
```

Relative energy (zero: lowest compared OMol25 entry of this formula, charge and spin) ... 0.000 eV
Frontier orbital gap ... 4.97 eV
Net charge ... -1
E_HOMO ... -3.25 eV